DFT (ωB97M-V with the def2-TZVPD basis set) results for a structure of composition C27H46BN6OsSe3Te.

The value obtained for the LUMO energy (alpha / beta) is -3.51 / -5.53 eV. The calculation puts the electronic energy at -8972.7275 hartree. The value obtained for the energy relative to the best compared isomer or geometry (same formula, charge and spin) is 0.0 kJ/mol. The expectation value of S² is 6.024. The calculation puts the HOMO-LUMO gap (alpha / beta) at 7.21 / 5.79 eV.

The geometry in ORCA input format:
```
! RIJCOSX wB97M-V def2-TZVPD def2/J DEFGRID3
* xyz 1 5
Os -0.161 -0.419 0.036
C -0.629 1.336 -3.229
C -1.439 2.238 -2.300
C -1.851 3.521 -3.018
C -0.679 2.548 -1.041
C -0.429 3.799 -0.522
C 0.384 3.621 0.597
C 0.866 4.772 1.436
C 2.219 5.271 0.917
C 0.874 4.565 2.950
N 0.632 2.312 0.723
N -0.051 1.632 -0.260
B 1.643 1.554 1.654
N 0.870 0.656 2.667
N -0.301 0.099 2.239
C -0.939 -0.416 3.290
C -0.153 -0.217 4.424
C 0.982 0.455 4.001
C 2.176 0.720 4.874
C 2.534 2.189 5.092
C 3.364 -0.120 4.395
C -2.308 -1.015 3.188
C -2.507 -2.128 4.212
C -3.365 0.083 3.338
N 2.550 0.707 0.716
N 1.945 -0.288 -0.015
C 2.883 -0.842 -0.805
C 4.085 -0.196 -0.578
C 3.855 0.783 0.377
C 4.957 1.751 0.757
C 4.930 2.500 2.083
C 5.125 2.751 -0.399
C 2.735 -1.963 -1.799
C 3.108 -3.304 -1.158
C 1.378 -2.008 -2.493
H -1.176 1.172 -4.158
H 0.330 1.797 -3.476
H -0.438 0.363 -2.776
H -2.357 1.713 -2.022
H -0.980 4.118 -3.293
H -2.384 3.265 -3.933
H -2.515 4.133 -2.408
H -0.780 4.744 -0.897
H 0.130 5.553 1.227
H 2.977 4.496 1.014
H 2.162 5.559 -0.132
H 2.545 6.136 1.495
H 1.810 4.133 3.291
H 0.762 5.531 3.442
H 0.058 3.921 3.280
H 2.302 2.339 2.229
H -0.365 -0.529 5.432
H 1.879 0.327 5.850
H 3.003 2.631 4.218
H 1.653 2.778 5.344
H 3.240 2.267 5.918
H 3.606 0.093 3.355
H 4.246 0.083 5.003
H 3.137 -1.184 4.467
H -2.409 -1.439 2.187
H -2.500 -1.734 5.229
H -3.470 -2.615 4.057
H -1.724 -2.883 4.133
H -3.295 0.555 4.319
H -3.234 0.857 2.580
H -4.366 -0.336 3.232
H 5.023 -0.399 -1.065
H 5.851 1.121 0.779
H 4.144 3.248 2.123
H 4.825 1.833 2.932
H 5.880 3.024 2.191
H 4.233 3.373 -0.496
H 5.974 3.406 -0.204
H 5.289 2.248 -1.350
H 3.489 -1.740 -2.559
H 2.422 -3.551 -0.349
H 3.064 -4.102 -1.900
H 4.116 -3.276 -0.747
H 0.594 -2.173 -1.751
H 1.174 -1.079 -3.022
H 1.348 -2.828 -3.211
Se -2.515 -0.560 -0.554
Se -2.825 -2.567 -1.706
Te -1.564 -4.210 -0.370
Se -0.070 -2.759 0.905
*
```